Record 1
{
  "formula": "C4H9NO",
  "method": "ωB97M-V/def2-TZVPD",
  "orbital_gap_ev": 6.97,
  "total_charge": 0,
  "elements": ["O", "C", "C", "C", "C", "N", "H", "H", "H", "H", "H", "H", "H", "H", "H"],
  "xyz": [[0.8224, -0.3539, -1.5495], [0.4884, 0.1871, -0.4754], [-1.0836, 0.6136, -0.3567], [-0.4614, -0.5609, 0.4735], [-0.3511, -0.2375, 1.9330], [-1.5659, 1.5634, 0.4890], [1.2662, 0.8245, -0.0415], [-1.6903, 0.2090, -1.1594], [2.9037, -1.2178, -2.9071], [-0.7060, -1.5544, 0.1100], [0.1815, -1.0339, 2.4816], [-1.3506, -0.1196, 2.3381], [0.1554, 0.7381, 2.0248], [2.7149, -1.5638, -3.5326], [-1.3236, 2.5062, 0.1720]]
}

=====

Record 2
{
  "formula": "C4H9NO",
  "method": "ωB97M-V/def2-TZVPD",
  "orbital_gap_ev": [8.06, 8.06],
  "total_charge": 0,
  "elements": ["O", "C", "C", "N", "C", "C", "H", "H", "H", "H", "H", "H", "H", "H", "H"],
  "xyz": [[-0.1691, 0.2370, -2.2523], [0.1367, 1.2074, -1.2802], [0.8414, 0.6088, -0.0710], [0.0288, -0.4341, 0.5707], [0.4692, -1.5751, 1.1292], [-1.2372, -0.2768, 0.9883], [-0.7056, -0.4241, -1.7975], [-0.7644, 1.7477, -0.9528], [0.7995, 1.9311, -1.7590], [1.7851, 0.1370, -0.3584], [1.0559, 1.3923, 0.6750], [0.9951, -2.3332, 0.5895], [0.2832, -1.8001, 2.1639], [-1.5418, 0.6386, 1.4543], [-1.9769, -1.0567, 0.9004]]
}

=====

Record 3
{
  "formula": "C4H9NO",
  "method": "ωB97M-V/def2-TZVPD",
  "orbital_gap_ev": 10.63,
  "smiles": "C[C@@H](O)[C@H]1CN1",
  "total_charge": 0,
  "elements": ["C", "C", "O", "C", "C", "N", "H", "H", "H", "H", "H", "H", "H", "H", "H"],
  "xyz": [[-1.8143, -0.1868, 0.0193], [-0.5942, 0.7099, -0.1356], [-0.3331, 1.4036, 1.0712], [0.6002, -0.1119, -0.5979], [1.9419, 0.0221, 0.0022], [1.0822, -1.1119, 0.3508], [-2.6441, 0.3744, 0.4597], [-2.1410, -0.5989, -0.9408], [-1.5537, -1.0247, 0.6781], [-0.7884, 1.4835, -0.8898], [-0.6593, 0.8581, 1.7957], [0.5579, -0.3928, -1.6521], [2.0846, 0.7411, 0.8029], [2.8083, -0.1536, -0.6335], [1.3809, -1.9545, -0.1329]]
}

=====

Record 4
{
  "formula": "C4H9NO",
  "method": "ωB97M-V/def2-TZVPD",
  "orbital_gap_ev": 9.84,
  "smiles": "CCNCC=O",
  "total_charge": 0,
  "elements": ["C", "C", "N", "C", "C", "O", "H", "H", "H", "H", "H", "H", "H", "H", "H"],
  "xyz": [[-0.2139, 0.4216, -1.9909], [0.5349, 0.9106, -0.8884], [-0.1178, 0.6996, 0.4760], [0.4416, -0.3855, 1.2289], [-0.4385, -1.4950, 1.7825], [-1.3258, -2.1783, 1.3098], [-0.9536, -0.3309, -1.5684], [0.2881, 0.0448, -2.8774], [-0.9304, 1.2024, -2.1468], [0.5519, 2.0944, -0.8060], [1.6137, 0.5288, -0.7938], [-1.1577, 0.8059, 0.4178], [1.3029, -0.8444, 0.8116], [0.9105, 0.1197, 2.1648], [-0.5058, -1.5937, 2.8801]]
}

=====

Record 5
{
  "formula": "C4H9NO",
  "method": "ωB97M-V/def2-TZVPD",
  "orbital_gap_ev": 9.87,
  "smiles": "CN(C)CC=O",
  "total_charge": 0,
  "elements": ["C", "N", "C", "C", "C", "O", "H", "H", "H", "H", "H", "H", "H", "H", "H"],
  "xyz": [[1.5827, 0.0819, -0.1125], [0.2416, -0.3654, 0.2089], [0.0122, -1.7212, -0.2784], [-0.8171, 0.5860, -0.1167], [-1.2703, 1.5449, 0.9304], [-1.7560, 2.5604, 0.4684], [1.7397, 0.1682, -1.2006], [2.3299, -0.6193, 0.2838], [1.7659, 1.0579, 0.3425], [0.7932, -2.4005, 0.0928], [-0.9472, -2.1013, 0.0847], [0.0187, -1.7830, -1.3798], [-1.6796, 0.0631, -0.5276], [-0.8694, 1.5164, -0.8084], [-1.1444, 1.4120, 2.0126]]
}

=====

Record 6
{
  "formula": "C4H9NO",
  "method": "ωB97M-V/def2-TZVPD",
  "orbital_gap_ev": 9.15,
  "smiles": "CC/C(C)=[NH+]\\[O-]",
  "total_charge": 0,
  "elements": ["C", "C", "C", "N", "O", "C", "H", "H", "H", "H", "H", "H", "H", "H", "H"],
  "xyz": [[-1.7212, -0.5284, 0.3217], [-0.5683, -0.4680, -0.6922], [0.6865, 0.1045, -0.0741], [1.3442, -0.7682, 0.6718], [0.9819, -1.9857, 0.8452], [1.0276, 1.5557, -0.3085], [-1.4116, -1.1298, 1.1804], [-2.0051, 0.4709, 0.6720], [-2.6109, -0.9930, -0.1183], [-0.3387, -1.4875, -1.0194], [-0.8684, 0.1145, -1.5737], [2.1818, -0.7299, 1.2446], [1.9303, 1.8645, 0.2207], [1.1697, 1.7669, -1.3808], [0.2021, 2.2135, 0.0106]]
}

=====

Which formula does entry 6 have? C4H9NO